1.
A cluster of 2 separate species, C3H2ClNS in total, computed with wB97M-V/def2-TZVPD.

```
! RIJCOSX wB97M-V def2-TZVPD def2/J DEFGRID3
* xyz 0 1
C -1.360 0.133 0.944
N -2.249 -0.141 0.208
S -3.533 -0.534 -0.553
H -0.435 0.459 1.247
C 1.084 -0.015 -0.529
C 2.303 -0.078 -0.453
Cl 3.870 -0.444 -0.121
H 0.320 0.621 -0.742
*
```

Energy relative to the best compared isomer or geometry (same formula, charge and spin) (kcal/mol): 108.9
Total energy (Ha): -1028.46797
Highest occupied orbital energy (eV): -8.710
SMILES string: C#[N+][S-].C#CCl

***

2.
The ion C4H7FO4P with charge -1, computed with wB97M-V/def2-TZVPD.

```
! RIJCOSX wB97M-V def2-TZVPD def2/J DEFGRID3
* xyz -1 1
O 2.356 0.563 0.544
P 1.007 1.058 0.803
C 0.208 2.152 1.916
F 0.567 3.504 1.317
O 0.356 -0.377 1.462
C -0.930 -0.760 0.556
C -0.766 -0.106 -0.771
C -0.317 -1.151 -1.765
O 0.705 -1.918 -1.288
O 0.291 0.846 -0.682
H 0.781 2.323 2.935
H -0.851 -1.809 0.280
H -1.912 -0.836 1.114
H -1.630 0.557 -1.116
H 0.002 -0.570 -2.697
H -1.074 -1.971 -1.971
H 1.209 -1.506 -0.637
*
```

Energy relative to the best compared isomer or geometry (same formula, charge and spin) (kcal/mol): 94.8
Total energy (Ha): -898.77780
Highest occupied orbital energy (eV): -3.485
SMILES string: [O-][P@]1(=CF)OC[C@H](CO)O1

***

3.
A structure of composition C19H31NOS, computed with wB97M-V/def2-TZVPD.

```
! RIJCOSX wB97M-V def2-TZVPD def2/J DEFGRID3
* xyz 0 1
C 6.400 2.118 -0.476
H 5.914 2.827 -1.128
H 6.366 2.346 0.480
H 7.454 2.192 -0.839
S 5.899 0.256 -1.198
C 4.058 0.331 -0.505
H 3.700 1.328 -0.320
H 3.567 -0.043 -1.503
C 3.809 -0.329 0.655
N 2.500 -0.668 1.004
C 1.861 -1.545 0.289
C 0.307 -1.727 0.368
H 0.068 -2.956 -0.036
H 0.234 -1.729 1.579
C -0.323 -0.654 -0.325
C -0.662 -0.952 -1.566
O -1.366 -2.193 -1.924
H -0.996 -2.882 -1.584
H -1.015 0.043 -2.183
H 0.341 -0.976 -2.101
C 0.569 0.590 -0.223
C 1.440 0.613 1.225
H 0.957 0.554 2.044
H 2.073 1.489 1.315
H 1.212 0.832 -1.285
H 0.102 1.528 -0.079
C -1.606 -0.486 0.548
C -2.573 -1.288 0.674
H -2.960 -1.866 -0.167
H -2.125 -2.301 1.350
C -3.871 -0.874 1.378
C -4.652 0.024 0.502
C -5.266 -0.276 -0.510
C -5.977 0.503 -1.315
C -5.981 1.895 -0.904
C -5.238 2.539 0.281
C -4.594 1.393 0.833
H -4.102 1.707 2.170
H -5.289 3.416 0.568
H -6.578 2.829 -1.408
H -6.395 0.254 -2.031
H -5.445 -1.280 -0.596
H -3.714 -0.619 2.436
H -4.578 -1.991 1.614
H -2.220 0.572 -0.057
H -1.196 0.007 1.531
H 2.476 -2.764 0.699
H 2.276 -1.838 -0.770
C 4.528 0.436 1.846
H 4.033 1.441 2.089
H 4.255 -0.137 2.810
H 5.607 0.377 1.799
H 4.528 -1.274 0.545
*
```

Energy relative to the best compared isomer or geometry (same formula, charge and spin) (kcal/mol): 447.1
Total energy (Ha): -1270.05276
Highest occupied orbital energy (eV): -7.785

***

4.
A structure of composition C11H22BeBrNO7S2, computed with wB97M-V/def2-TZVPD.

```
! RIJCOSX wB97M-V def2-TZVPD def2/J DEFGRID3
* xyz 2 1
N -2.014 -2.053 -1.483
C -3.357 -1.545 -1.136
C -3.498 -0.062 -1.465
O -3.685 0.092 -2.870
C -2.264 0.775 -1.089
C -1.775 0.566 0.343
C -2.659 1.403 1.294
S -2.024 1.377 2.956
O -3.000 0.857 3.843
O -1.351 2.600 3.254
O -0.899 0.191 2.848
C 0.133 0.389 1.936
Br 0.887 -1.453 1.733
C -0.316 1.019 0.609
C 0.664 0.812 -0.548
C 2.050 1.462 -0.283
C 3.227 0.683 -0.909
C 3.863 -0.215 0.191
S 3.976 -1.904 -0.283
O 2.895 -2.433 -0.993
O 5.360 -1.923 -0.962
O 4.321 -2.633 1.055
H -2.034 -2.498 -2.392
H -1.779 -2.804 -0.847
H -4.150 -2.090 -1.647
H -3.477 -1.668 -0.058
H -4.409 0.343 -1.026
H -2.915 -0.265 -3.327
H -2.583 1.814 -1.192
H -1.506 0.542 -1.829
H -1.894 -0.467 0.670
H -2.719 2.437 0.961
H -3.660 0.981 1.367
H 0.925 0.955 2.423
H -0.335 2.099 0.809
H 0.783 -0.248 -0.780
H 0.278 1.282 -1.448
H 2.050 2.452 -0.740
H 2.224 1.642 0.779
H 3.987 1.390 -1.242
H 2.930 0.103 -1.783
H 4.902 0.192 0.467
H 3.256 -0.185 1.100
H 3.504 -2.788 1.599
Be 6.091 -1.225 0.097
*
```

Total energy (Ha): -4398.12103
Highest occupied orbital energy (eV): -14.048

***

5.
The molecule C3H3NS4, computed with wB97M-V/def2-TZVPD.

```
! RIJCOSX wB97M-V def2-TZVPD def2/J DEFGRID3
* xyz 0 1
C 1.977 -0.047 -0.121
C 0.457 -0.090 0.093
C -2.063 0.833 -0.007
H 1.783 -2.306 0.496
H -2.924 1.159 -0.863
H -2.361 0.884 1.186
N -0.118 -1.206 0.100
S 2.736 -1.384 -0.204
S 2.672 1.535 -0.184
S -1.797 -0.982 -0.329
S -0.364 1.602 -0.167
*
```

Energy relative to the best compared isomer or geometry (same formula, charge and spin) (kcal/mol): 54.8
Total energy (Ha): -1763.50623
Highest occupied orbital energy (eV): -8.701

***

6.
A cluster of 2 separate species, C2H3NO2S in total, computed with wB97M-V/def2-TZVPD.

```
! RIJCOSX wB97M-V def2-TZVPD def2/J DEFGRID3
* xyz 0 1
C 2.635 0.607 0.229
C -1.690 -0.839 0.420
N -0.382 0.904 -0.577
O 2.947 1.637 0.606
O -1.131 -0.261 -0.540
S 1.930 -0.756 -0.062
H -2.339 -1.580 0.050
H -1.711 -0.589 1.507
H -0.258 0.876 -1.633
*
```

Energy relative to the best compared isomer or geometry (same formula, charge and spin) (kcal/mol): 118.6
Total energy (Ha): -681.27039
Highest occupied orbital energy (spin up / spin down) (eV): -8.112 / -8.712

***

7.
The molecule C2H6FN, computed with wB97M-V/def2-TZVPD.

```
! RIJCOSX wB97M-V def2-TZVPD def2/J DEFGRID3
* xyz 0 1
C 0.740 -0.937 -0.065
C -0.256 0.141 0.456
N -0.151 1.283 -0.280
F -1.550 -0.472 0.096
H 0.724 -1.663 0.686
H 1.655 -0.464 -0.197
H 0.333 -1.180 -1.116
H -0.236 0.134 1.485
H -0.605 1.112 -1.159
H -0.653 2.045 0.093
*
```

Energy relative to the best compared isomer or geometry (same formula, charge and spin) (kcal/mol): 5.0
Total energy (Ha): -234.40344
Highest occupied orbital energy (eV): -10.307
SMILES string: C[C@@H](N)F

***

8.
A cluster of 2 separate species, H4S4 in total, computed with wB97M-V/def2-TZVPD.

```
! RIJCOSX wB97M-V def2-TZVPD def2/J DEFGRID3
* xyz 0 1
S 2.762 0.215 0.325
S 1.855 2.010 -0.268
H 3.451 0.038 -0.793
H 1.763 1.747 -1.564
S -1.957 -0.154 -0.070
S -2.852 -2.002 0.173
H -1.011 -0.415 -0.983
H -2.255 -2.725 -0.783
*
```

Energy relative to the best compared isomer or geometry (same formula, charge and spin) (kcal/mol): 14.8
Total energy (Ha): -1595.10298
Highest occupied orbital energy (eV): -8.411
SMILES string: SS.SS

***

- Which value of total energy does entry 3 give?
  -1270.05276 Ha